8
Properties=species:S:1:pos:R:3 method="wB97M-V/def2-TZVPD" max_force_ev_per_a=3.1 charge=+2 de_lowest_kcal_mol=40.0 gap_ev="6.801 / 6.480"
C -0.205 0.628 -0.650
H -0.817 1.441 -1.080
C 0.266 0.735 0.804
H -0.227 -2.417 -1.443
Li 0.896 -1.811 -0.098
Bi -0.383 2.205 2.400
O 0.015 -0.409 -1.285
O 0.455 -0.372 1.351

8
Properties=species:S:1:pos:R:3 method="wB97M-V/def2-TZVPD" max_force_ev_per_a=4.5 charge=0 de_lowest_kcal_mol=86.1 gap_ev="7.538 / 8.350"
H -0.480 -0.937 -1.503
C 0.412 -0.762 -1.129
Br -0.032 -0.384 2.298
Br 0.133 2.278 0.531
C -0.775 0.607 0.843
Cl 1.306 -1.886 -0.256
Cl 1.259 0.481 -1.846
H -1.825 0.603 1.062

10
Properties=species:S:1:pos:R:3 method="wB97M-V/def2-TZVPD" max_force_ev_per_a=4.0 charge=0 gap_ev="8.039 / 8.038"
N -0.293 1.510 -0.103
Br -1.163 -1.505 -1.359
I 1.116 -2.907 0.513
H 0.986 0.195 -1.178
O -0.423 2.117 0.978
C -0.321 -1.274 0.278
O -1.067 1.401 -1.029
H 1.725 0.628 0.382
Br -1.369 -0.795 1.716
C 0.809 0.632 -0.197

7
Properties=species:S:1:pos:R:3 method="wB97M-V/def2-TZVPD" max_force_ev_per_a=6.9 charge=0 de_lowest_kcal_mol=25.5 gap_ev=10.884
Br -0.522 0.603 -2.129
C -0.494 0.193 -0.243
O -0.283 -1.182 0.054
Br -1.800 1.109 0.791
H 1.573 -0.440 -0.348
H 0.824 0.003 1.418
C 0.703 -0.287 0.458

8
Properties=species:S:1:pos:R:3 method="wB97M-V/def2-TZVPD" max_force_ev_per_a=1.6 charge=0 de_lowest_kcal_mol=41.5 gap_ev=7.491
H -0.735 0.560 2.031
H 0.719 0.576 -2.022
S -0.674 -1.597 1.001
S 0.676 -1.590 -1.006
Br 1.741 1.012 0.254
C -0.901 0.007 1.119
C 0.900 0.016 -1.121
Br -1.725 1.015 -0.256

8
Properties=species:S:1:pos:R:3 method="wB97M-V/def2-TZVPD" max_force_ev_per_a=3.8 charge=0 de_lowest_kcal_mol=32.3 s2=2.01 gap_ev="4.444 / 7.009" spin_multiplicity=3
C 0.480 0.467 0.000
H -1.376 -2.604 0.000
S 0.110 2.191 0.000
H 1.376 2.604 0.000
Br -2.302 0.077 0.000
Br 2.301 -0.076 0.000
C -0.481 -0.467 0.000
S -0.110 -2.191 0.000

9
Properties=species:S:1:pos:R:3 method="wB97M-V/def2-TZVPD" max_force_ev_per_a=2.0 charge=0 de_lowest_kcal_mol=78.9 gap_ev="9.093 / 6.143"
C -1.554 -0.026 0.643
H 2.374 0.591 0.684
H 0.802 -0.184 -1.734
Br -1.929 1.912 0.275
O 1.893 0.775 -0.165
F 1.884 -1.345 -0.741
C 1.222 -0.202 -0.724
Br -2.075 -0.444 2.422
Br -2.618 -1.076 -0.661

10
Properties=species:S:1:pos:R:3 method="wB97M-V/def2-TZVPD" max_force_ev_per_a=4.1 charge=0 de_lowest_kcal_mol=78.5 gap_ev="6.718 / 8.185"
O -0.514 1.423 -1.147
O -0.554 1.523 1.040
N -0.828 0.938 -0.065
Br 1.706 -0.229 -1.912
H -1.465 -0.665 1.151
Br 1.628 -2.312 0.508
Br 1.895 0.799 0.984
C -1.385 -0.215 0.194
C 1.403 -0.583 -0.101
H -1.886 -0.678 -0.652

10
Properties=species:S:1:pos:R:3 method="wB97M-V/def2-TZVPD" max_force_ev_per_a=2.6 charge=0 de_lowest_kcal_mol=70.8 gap_ev="8.925 / 6.697"
H -1.349 -1.194 -0.295
Br 1.490 -2.091 0.832
C -1.244 -0.145 -0.550
Br 1.922 0.955 1.108
O -0.882 0.556 1.701
Br 1.980 -0.534 -1.839
C 1.567 -0.475 -0.015
O -1.005 1.990 0.099
N -1.056 0.836 0.526
H -1.422 0.103 -1.566

9
Properties=species:S:1:pos:R:3 method="wB97M-V/def2-TZVPD" max_force_ev_per_a=5.6 charge=0 de_lowest_kcal_mol=51.4 gap_ev=8.085
O 2.048 0.543 -1.575
C 0.981 0.725 -1.171
H -1.375 -1.794 0.089
H -2.104 -0.432 0.777
Br -0.277 1.834 -2.085
P 0.183 -0.205 0.481
Br 1.947 -1.262 1.031
C -1.301 -1.091 0.771
Br -0.102 1.682 1.683

9
Properties=species:S:1:pos:R:3 method="wB97M-V/def2-TZVPD" max_force_ev_per_a=4.3 charge=0 de_lowest_kcal_mol=61.0 gap_ev="8.398 / 5.792"
Br 2.859 -0.981 -0.553
Br -2.789 -0.887 0.652
H -1.457 -0.830 -1.436
C -1.882 -0.235 -0.749
O 0.229 -0.731 0.353
Br -1.212 1.512 -0.781
C 1.405 -0.431 0.581
Br 1.215 2.494 0.374
H 1.633 0.089 1.558

Copy entry 4 word for word.
7
Properties=species:S:1:pos:R:3 method="wB97M-V/def2-TZVPD" max_force_ev_per_a=6.9 charge=0 de_lowest_kcal_mol=25.5 gap_ev=10.884
Br -0.522 0.603 -2.129
C -0.494 0.193 -0.243
O -0.283 -1.182 0.054
Br -1.800 1.109 0.791
H 1.573 -0.440 -0.348
H 0.824 0.003 1.418
C 0.703 -0.287 0.458